Entry 1:
DFT (the ωB97M-V functional and the def2-TZVPD basis) results for a cluster of 3 separate species, C4H14N2OS in total at a distorted geometry.

The geometry in ORCA input format:
```
! RIJCOSX wB97M-V def2-TZVPD def2/J DEFGRID3
* xyz 0 1
C -2.2562 -0.8934 -1.6407
N -2.1145 -0.6600 -0.2462
C -0.8023 -0.4415 0.2168
C 0.3136 -1.3960 -0.2217
S 1.9153 -1.2158 0.7646
C -0.2949 0.9368 0.1332
N 0.3583 1.4652 1.3146
H -1.5205 -0.2517 -2.2584
H -1.9669 -1.9371 -2.0547
H -3.2020 -0.7018 -2.0155
H 0.2793 0.2279 4.0661
H -0.8408 -0.5385 1.3279
H -0.0127 -2.4367 -0.1102
H 0.6206 -1.1541 -1.2199
H -0.1952 0.2229 4.6157
H -1.1504 1.6172 -0.2037
H 0.4718 1.0442 -0.7312
H 0.8213 2.3932 1.2866
H 1.1187 0.8509 1.4712
H 3.4561 0.9970 -1.9693
H 2.4671 0.6455 -0.8590
O 2.5343 1.2258 -1.6662
*
```

Computed properties:
**Kohn-Sham gap**: 4.39 eV
**HOMO**: -8.08 eV

Atom charges from the Mulliken analysis, given in e for atoms 1 to 2:
1. C -0.679
2. N -0.314



Entry 2:
DFT (the ωB97M-V functional and the def2-TZVPD basis) results for a cluster of 2 separate species, C4H14N2OS in total at a distorted geometry.

The geometry in ORCA input format:
```
! RIJCOSX wB97M-V def2-TZVPD def2/J DEFGRID3
* xyz 1 2
C -1.8388 -1.4034 0.6471
C -1.0450 -0.2784 -0.0264
C -1.5150 -0.0264 -1.4513
S -3.1344 1.0402 -1.3661
N 0.3408 -0.6695 -0.1942
C 1.1702 -0.4330 1.0357
N 1.5532 1.0083 0.9854
H -2.7988 -0.8782 0.9094
H -2.1745 -2.2396 0.2130
H -1.3109 -1.7996 1.5049
H -1.1139 0.6084 0.5955
H -0.8492 0.7881 -1.9355
H -1.6857 -0.7741 -2.1563
H -4.0067 0.1837 -0.7472
H 0.5824 -1.5911 -0.5752
H 0.9202 -0.7516 1.9954
H 2.0849 -1.0238 0.9319
H 0.9262 1.5528 0.3880
H 2.1484 1.2497 1.6938
H 3.8241 1.6238 -0.0987
H 3.6336 1.8700 -1.5340
O 4.2888 1.9438 -0.8152
*
```

Computed properties:
**Kohn-Sham gap (alpha / beta)**: 10.45 / 4.66 eV
**HOMO (alpha / beta)**: -13.61 / -13.29 eV
**⟨S²⟩**: 0.76

Atom charges from the Mulliken analysis, given in e for atoms 1 to 2:
1. C -1.409
2. C 0.479



Entry 3:
DFT (the ωB97M-V functional and the def2-TZVPD basis) results for a cluster of 2 separate species, C4H14N2P in total at a distorted geometry.

The geometry in ORCA input format:
```
! RIJCOSX wB97M-V def2-TZVPD def2/J DEFGRID3
* xyz 1 1
C -1.1713 3.0631 -0.4837
C -1.5909 2.6649 0.9815
C -1.5507 1.1044 1.2794
C 1.7567 -3.6308 -1.4188
N 0.2720 -0.6396 0.4462
N 2.2109 -2.5318 -0.4976
P 0.2174 0.7591 1.2209
H -0.3408 2.5421 -0.7650
H -1.9276 2.8916 -1.1800
H -1.0256 4.1187 -0.2810
H -1.0423 3.2563 1.6349
H -2.6411 3.0092 1.2805
H -1.9940 1.1050 2.3284
H -2.2849 0.7038 0.4780
H 1.0048 -3.3344 -2.0335
H 1.4699 -4.3650 -0.7017
H 2.6119 -3.8660 -1.9621
H -0.5456 -0.9856 0.0088
H 1.2186 -1.0632 0.0333
H 2.3460 -2.7739 0.4624
H 3.0068 -2.0279 -0.8310
*
```

Computed properties:
**Kohn-Sham gap**: 7.87 eV
**HOMO**: -13.36 eV

Atom charges from the Mulliken analysis, given in e for atoms 1 to 2:
1. C -1.007
2. C -0.891



Entry 4:
DFT (the ωB97M-V functional and the def2-TZVPD basis) results for a cluster of 2 separate species, C4H14N3 in total at a distorted geometry.

The geometry in ORCA input format:
```
! RIJCOSX wB97M-V def2-TZVPD def2/J DEFGRID3
* xyz 1 1
N 2.2055 0.3209 1.1670
C 2.1993 1.5214 0.6138
N 1.3041 2.0199 -0.1837
H 1.3129 -0.1347 1.3379
H 2.9825 0.0968 1.7747
H 3.0671 2.1441 0.8023
H 1.4998 2.8574 -0.7088
H 0.4342 1.5778 -0.4454
C -0.3463 -2.0622 0.7687
C -0.6022 -0.7596 0.0013
N -1.7148 -0.9387 -0.9096
C -2.0623 0.3189 -1.5715
H 0.4868 -1.9711 1.4666
H -0.1262 -2.8602 0.0581
H -1.2564 -2.3729 1.2805
H 0.2910 -0.4520 -0.5552
H -0.7970 0.0215 0.7675
H -2.5069 -1.2278 -0.3475
H -2.9900 0.1765 -2.1185
H -2.1004 1.1828 -0.8874
H -1.2808 0.5411 -2.3109
*
```

Computed properties:
**Kohn-Sham gap**: 8.65 eV
**HOMO**: -12.53 eV

Atom charges from the Mulliken analysis, given in e for atoms 1 to 2:
1. N -0.211
2. C 0.137



Entry 5:
DFT (the ωB97M-V functional and the def2-TZVPD basis) results for a cluster of 2 separate species, C4H14N3 in total at a distorted geometry.

The geometry in ORCA input format:
```
! RIJCOSX wB97M-V def2-TZVPD def2/J DEFGRID3
* xyz 1 1
C -0.8712 -0.8010 -2.2877
C 0.5387 -1.0527 -0.3096
N 0.3067 -0.4972 -1.4836
N -0.3831 -1.7360 0.3263
N 1.7692 -0.8264 0.2157
H 0.9401 0.1711 -1.8937
H -1.2808 -1.8140 -0.1148
H -0.3742 -1.9560 1.3094
H 2.1123 0.1112 0.3194
H 2.3010 -1.5289 0.6869
H -0.5317 -0.8703 -3.3322
H -1.5813 0.0167 -2.3991
H -1.2681 -1.7812 -2.0636
C 0.1574 2.4172 1.4293
C -1.2596 2.0406 1.8132
H 0.9266 2.0090 2.0844
H 0.4278 2.1892 0.3893
H 0.3258 3.4955 1.4333
H -1.7304 1.3952 1.0751
H -1.8942 2.8931 2.0576
H -1.3288 1.5357 2.7861
*
```

Computed properties:
**Kohn-Sham gap**: 11.54 eV
**HOMO**: -14.67 eV

Atom charges from the Mulliken analysis, given in e for atoms 1 to 2:
1. C -1.031
2. C 0.755



Entry 6:
DFT (the ωB97M-V functional and the def2-TZVPD basis) results for the ion C4H14N3 with charge +1 at a distorted geometry.

The geometry in ORCA input format:
```
! RIJCOSX wB97M-V def2-TZVPD def2/J DEFGRID3
* xyz 1 1
C -1.5783 1.2245 -0.1185
N -0.7941 -0.0156 -0.4937
C -1.4860 -1.2499 -0.0459
C 0.7542 0.0522 -0.0558
C 1.5281 -0.8785 -0.8936
N 1.1609 1.4475 -0.0388
N 0.8673 -0.5185 1.5614
H -1.0460 2.1045 -0.4970
H -2.5957 1.2641 -0.6479
H -1.7925 1.1191 0.8784
H -0.5691 0.0123 -1.4785
H -1.8670 -1.0449 0.9710
H -2.4193 -1.3163 -0.5714
H -0.6916 -2.0801 0.0060
H 1.4025 -0.6168 -1.8950
H 2.4964 -0.6272 -0.5892
H 1.3444 -1.9462 -0.5164
H 2.1237 1.5192 -0.1252
H 0.6812 2.0830 0.6882
H 0.6536 0.2430 2.0513
H 1.8275 -0.7754 1.8108
*
```

Computed properties:
**Kohn-Sham gap**: 10.47 eV
**HOMO**: -13.34 eV
**Structure (SMILES)**: C[NH+](C)C(C)(N)N

Atom charges from the Mulliken analysis, given in e for atoms 1 to 2:
1. C -1.046
2. N -0.039



Calculated ΔE to the lowest compared entry with this formula, charge and spin (kcal per mole), listed in the same order as above: 153.2, 39.7, 52.5, 28.6, 18.7, 68.2
Calculated molecular weight (g/mol), listed in the same order as above: 138.236, 138.236, 121.144, 104.177, 104.177, 104.177
Calculated calculated total energy (eV), listed in the same order as above: -20231.386, -20227.093, -16635.892, -8838.781, -8839.212, -8837.065